(1)
Here is the ion C4H7NOP with charge +1 from the Open Molecules 2025 dataset. Energies are from ωB97M-V/def2-TZVPD.

```
! RIJCOSX wB97M-V def2-TZVPD def2/J DEFGRID3
* xyz 1 1
C 1.702 0.412 1.067
O 0.848 2.563 -0.063
H -0.042 -1.340 1.237
H -3.126 -0.627 -1.884
C -1.163 0.373 -0.727
C 0.735 -0.743 0.509
H -1.460 1.393 -1.046
N -0.029 0.290 -0.207
P -2.588 -1.198 -0.521
H 2.716 0.385 0.608
H -1.718 -1.935 -1.194
H 1.368 -1.456 -0.137
H 1.887 0.432 2.077
C 0.871 1.450 0.279
*
```

Values from the calculation:
Orbital gap in eV: 9.99
Molecular weight in g mol⁻¹: 116.08
Energy in Eh: -627.5925
Relative energy (zero: lowest compared OMol25 entry of this formula, charge and spin) in eV: 0.7781
Max |F| in eV/Å: 4.963
SMILES string: O=C1CC/[N+]1=C\P

(2)
Here is an isolated molecule of C6H11BrN2O2 from the Open Molecules 2025 dataset. Energies are from ωB97M-V/def2-TZVPD.

```
! RIJCOSX wB97M-V def2-TZVPD def2/J DEFGRID3
* xyz 0 1
H 2.459 -1.492 1.128
C -0.909 0.324 0.129
C 0.903 -1.365 -0.358
Br -1.228 -0.948 -2.301
N -1.088 1.668 0.021
H 2.382 -2.788 -1.001
C 0.011 -0.266 -0.929
O -1.848 3.713 0.616
C 1.815 -0.732 0.695
H 0.260 -2.107 0.127
H -0.610 2.175 -0.713
H -3.170 2.463 2.387
H 2.444 0.034 0.243
C -1.879 2.529 0.834
H 1.235 -0.281 1.496
H 2.352 -1.308 -1.960
H 0.605 0.501 -1.432
C 1.732 -2.039 -1.445
H -2.533 0.904 1.884
O -1.439 -0.367 0.972
N -2.589 1.910 1.781
H 1.095 -2.530 -2.176
*
```

Values from the calculation:
Orbital gap in eV: 10.77
Molecular weight in g mol⁻¹: 223.07
Energy in Eh: -3069.3020
Relative energy (zero: lowest compared OMol25 entry of this formula, charge and spin) in eV: 0.0000
Max |F| in eV/Å: 0.624
SMILES string: CC(C)[C@@H](Br)C(=O)NC(N)=O

(3)
Here is a structure of composition C46H29N9O2Rh from the Open Molecules 2025 dataset. Energies are from ωB97M-V/def2-TZVPD.

```
! RIJCOSX wB97M-V def2-TZVPD def2/J DEFGRID3
* xyz 1 5
C -0.076 -1.664 3.318
N 2.479 1.322 0.354
C -0.701 2.588 -2.037
C 3.155 1.011 1.501
H -4.715 3.314 -1.128
N -1.786 -0.235 2.290
C 2.078 -2.629 3.886
N 2.708 2.989 -1.366
H 6.593 3.492 3.525
C -4.681 2.740 -0.211
C 3.389 -1.596 -2.599
H -5.090 -2.904 -0.472
H 1.125 -4.620 0.245
N -1.507 1.003 0.238
H 1.971 -4.336 5.169
O -3.028 -4.018 0.897
C 4.189 1.980 1.730
C 5.835 4.194 1.647
C 1.125 3.399 -3.183
H 4.093 -1.094 -3.251
C -4.530 1.339 2.251
N 0.414 2.356 -1.250
C 1.323 -1.679 3.226
C 1.284 -1.593 -1.376
C 2.782 -3.542 -1.342
C -2.285 1.812 -0.531
C -3.009 -3.389 -0.304
O 0.273 -0.928 -0.947
H 6.492 5.054 1.636
C -5.656 2.068 1.908
C 1.522 -2.972 -1.007
C -0.264 3.231 -3.278
H 3.156 -2.635 3.808
C -4.279 -4.150 1.555
H -6.633 3.299 0.447
C 4.958 3.997 0.595
H 2.016 0.052 -2.519
H -0.738 4.675 -6.272
C -0.956 3.695 -4.381
H 1.696 4.950 -6.098
C 0.636 -3.818 -0.300
N -1.930 2.381 -1.696
H -2.031 3.600 -4.442
Rh 0.491 0.973 0.159
C 0.021 -3.525 4.794
H -6.482 2.132 2.603
C -3.979 -2.251 -2.180
C -1.746 -3.308 -0.921
C 5.893 3.303 2.723
C 5.075 2.188 2.781
H 4.612 -3.363 -2.409
C 1.155 4.459 -5.301
C -2.200 0.643 1.358
C 1.533 2.872 -1.883
C -5.736 2.744 0.686
H 2.997 -4.547 -0.998
H 5.114 1.505 3.619
C 1.704 -0.543 2.389
C -0.552 -0.581 2.452
H 4.901 4.684 -0.238
C -2.754 -2.235 -2.821
N 2.889 -0.050 2.282
C -1.641 -2.779 -2.201
C 2.240 -0.964 -2.217
H -0.467 -4.255 5.426
N 0.547 0.038 1.894
C -0.736 -2.568 4.130
C 1.406 -3.568 4.659
H -2.662 -1.811 -3.811
H -1.807 -2.513 4.250
H -0.707 -2.838 -2.737
C 3.062 2.431 -0.199
H -5.002 -4.685 0.935
C -4.117 -2.858 -0.939
H -4.673 -3.170 1.833
H -1.034 -4.489 0.530
H -4.082 -4.736 2.449
C -3.492 1.277 1.331
H -4.847 -1.807 -2.648
C 4.132 2.881 0.646
C 1.851 4.018 -4.182
H 2.916 4.173 -4.083
C 3.680 -2.891 -2.132
H -4.439 0.860 3.217
C -0.224 4.300 -5.397
C -3.558 1.991 0.117
N -0.679 -3.880 -0.201
*
```

Values from the calculation:
Expectation value of S²: 6.046
Orbital gap (alpha / beta) in eV: 5.01 / 5.95
Molecular weight in g mol⁻¹: 842.71
Energy in Eh: -2524.0286
Max |F| in eV/Å: 0.814

(4)
Here is an isolated molecule of C3H6OS from the Open Molecules 2025 dataset. Energies are from ωB97M-V/def2-TZVPD.

```
! RIJCOSX wB97M-V def2-TZVPD def2/J DEFGRID3
* xyz 0 1
O -1.644 -0.133 -2.037
C -0.701 0.376 -1.488
H -0.965 1.594 0.317
H 1.837 -1.444 1.848
H -1.482 -0.107 0.432
C -0.689 0.594 0.017
S 1.026 0.286 0.638
H 0.484 -2.084 1.276
C 0.795 -1.154 1.733
H 0.175 -0.985 2.697
H 0.259 0.629 -2.057
*
```

Values from the calculation:
Orbital gap in eV: 9.89
Molecular weight in g mol⁻¹: 90.15
Energy in Eh: -591.2949
Relative energy (zero: lowest compared OMol25 entry of this formula, charge and spin) in eV: 1.0377
Max |F| in eV/Å: 2.120
SMILES string: CSCC=O

(5)
Here is a structure of composition C29H36AsNOPSiY from the Open Molecules 2025 dataset. Energies are from ωB97M-V/def2-TZVPD.

```
! RIJCOSX wB97M-V def2-TZVPD def2/J DEFGRID3
* xyz 2 1
H -0.604 -1.576 3.304
O -0.462 -1.359 0.248
H 2.211 -1.964 -3.311
H 1.714 6.503 3.669
H -1.586 0.623 -0.937
H -0.884 5.268 0.909
H 3.275 2.823 -3.150
H 3.227 2.911 1.798
C -2.215 3.171 -2.044
C -0.795 -4.137 1.158
H 1.914 -1.630 4.322
H -3.611 -1.339 0.315
C 3.595 -0.540 -0.541
H 3.938 1.047 3.563
H -0.596 -4.447 0.133
H 3.173 -2.595 3.564
C 2.273 -2.009 3.364
H 1.511 5.272 1.548
C 3.267 2.824 -2.068
H 1.130 2.777 -1.953
C 1.181 4.812 2.472
C 1.303 5.503 3.665
C 4.455 2.940 -1.361
H 1.483 -3.590 -1.602
C 0.379 3.625 4.860
C -1.616 -1.674 2.911
C -1.300 2.623 -1.160
C 2.023 2.803 0.015
H -2.195 -2.355 3.533
H 5.396 3.017 -1.889
N -0.866 1.231 -1.326
P 0.454 2.578 0.951
H 1.507 -2.686 2.979
H -0.866 1.027 -2.324
C -3.210 -2.351 0.298
C -1.248 4.679 0.077
C 2.065 -2.725 -1.311
C 0.257 2.926 3.667
C 2.379 -2.522 0.023
C 2.055 2.765 -1.387
H 0.995 5.454 5.787
C 4.195 0.295 2.816
C 3.111 -1.406 0.475
H 4.893 -0.405 3.281
H -3.363 4.902 -2.555
H 2.004 -3.230 0.751
H -2.521 6.238 -0.648
H -0.133 1.916 3.667
H -3.111 -2.701 -0.728
C 3.276 -0.746 -1.886
H -2.601 2.579 -2.866
C 2.471 -1.817 -2.272
C -0.785 3.378 -0.105
H 4.094 0.393 -0.260
H -2.100 -0.700 2.879
H 5.358 3.082 0.581
C -2.174 5.225 -0.798
C 3.231 2.886 0.715
C 0.898 4.911 4.857
Y 1.052 0.078 -0.118
C -2.647 4.476 -1.866
H -1.513 -4.815 1.617
Si 2.684 -0.618 2.169
As -1.495 -2.363 1.136
H 4.720 0.793 1.999
C 0.652 3.519 2.470
H 0.073 3.165 5.789
H 3.642 -0.047 -2.628
H -3.881 -3.013 0.845
C 4.432 2.978 0.029
H 0.127 -4.141 1.734
*
```

Values from the calculation:
Orbital gap in eV: 7.04
Molecular weight in g mol⁻¹: 637.50
Energy in Eh: -4161.2141
Relative energy (zero: lowest compared OMol25 entry of this formula, charge and spin) in eV: 0.1670
Max |F| in eV/Å: 0.506

(6)
Here is a cluster of 40 separate species, H80O40 in total from the Open Molecules 2025 dataset. Energies are from ωB97M-V/def2-TZVPD.

```
! RIJCOSX wB97M-V def2-TZVPD def2/J DEFGRID3
* xyz 0 1
H -3.741 3.242 -4.605
H 4.753 -1.431 -4.455
H 1.312 -3.351 -3.219
H -0.313 -2.710 0.664
O -1.915 1.815 -0.464
H 3.243 -4.254 1.793
O -1.115 -5.285 2.455
H 6.545 0.787 1.783
H -3.243 4.834 3.539
H -2.506 2.505 -0.534
O -4.611 1.845 -1.474
O 4.561 1.170 -1.407
O 3.677 -4.964 0.349
H -3.400 -4.447 0.190
O 6.738 1.714 1.523
H -2.138 -2.384 -5.460
H -0.106 -0.090 -2.355
O -0.493 -3.786 4.814
H -1.357 2.755 3.145
O 0.001 3.020 1.219
H 2.721 -5.090 -0.180
O -1.162 2.211 -3.627
H 2.220 1.701 3.747
H -3.688 -2.068 -0.127
H -5.143 0.325 -1.362
H 0.452 -3.805 4.526
H -0.520 2.217 1.482
O 1.960 2.516 4.163
H 1.614 2.779 -0.485
O 0.522 -2.917 0.991
O 5.556 -1.353 -3.913
O -3.290 -2.796 2.681
O -2.576 -4.059 0.542
O 2.364 0.165 -0.647
O 3.813 1.306 -4.501
O 1.475 2.632 -1.359
H 1.940 0.825 -4.832
H -2.047 -4.678 1.210
H 3.721 1.153 -1.045
H 2.915 4.858 -2.412
H -1.100 -6.208 2.271
H 1.824 0.053 0.071
H -3.165 -1.895 2.866
H 0.808 2.965 1.698
H -0.739 2.524 -4.456
H -1.272 4.753 0.966
H 1.091 2.497 3.873
O -3.092 3.138 -5.336
H 1.199 -2.495 0.738
H 2.026 -1.937 -3.421
H 2.095 1.050 -0.813
H 0.291 -0.043 1.968
H -2.712 -3.753 -3.697
O 0.350 0.448 1.127
H -3.238 5.299 2.172
H 4.041 -4.065 -0.042
O 1.358 -2.478 -2.930
H 3.550 1.339 -3.596
H 1.125 3.490 -1.645
O -1.139 -0.305 -2.470
H -1.641 0.901 2.213
H -0.826 -1.226 -2.975
O 2.430 4.407 -3.261
H -1.342 1.311 -3.699
O -2.938 5.521 3.024
O 3.974 -0.857 1.776
H -4.441 2.525 -2.108
H 5.096 -0.226 3.882
O -1.621 5.180 0.062
H 5.759 -0.380 -4.010
H -2.138 -1.392 -6.371
H 6.664 1.669 0.652
H -4.492 2.134 -0.599
O -6.388 -0.335 2.017
H -2.528 -0.694 5.109
H -1.722 -5.299 3.103
O 1.121 1.172 -5.005
H -1.757 0.692 0.729
H -5.990 -0.720 -0.967
H 1.066 1.501 -4.055
O 4.284 -3.449 -1.822
O -4.905 2.183 2.827
H 4.314 -1.714 1.422
H 4.513 0.291 -1.828
O -1.770 0.170 1.531
H 3.717 -0.485 0.975
O 5.398 -1.130 4.076
H -0.425 5.986 -1.818
H -1.929 1.354 -1.332
H -1.548 -4.873 -3.930
H -5.805 2.535 2.753
O -4.384 -1.689 0.496
H -2.682 -3.430 2.646
H 3.623 -4.758 3.153
H 4.577 -2.431 -1.815
O -0.666 2.632 3.661
H -6.199 -1.153 1.742
H 5.165 -3.915 -1.849
H -2.378 2.658 -4.836
H -0.847 3.278 4.408
H -5.838 0.293 2.229
H -4.774 -2.518 0.887
H -4.887 1.533 3.432
O -3.458 -0.171 5.277
H 2.403 -1.694 4.632
O -2.355 -1.390 -5.559
H 0.883 6.645 -1.562
H 2.375 -2.745 3.367
H -0.363 -3.215 5.686
H 3.507 2.249 -4.825
H 4.689 -1.659 3.653
O 3.132 -4.083 2.728
O -5.349 -0.622 -1.573
H 0.233 -0.335 0.621
O 0.412 5.879 -1.752
O 2.765 -1.875 3.649
H -3.977 -0.853 5.057
H -0.878 5.143 -0.367
H 1.494 4.648 -2.986
O -2.394 -4.455 -4.267
*
```

Values from the calculation:
Orbital gap in eV: 8.59
Molecular weight in g mol⁻¹: 720.60
Energy in Eh: -3057.0742
Relative energy (zero: lowest compared OMol25 entry of this formula, charge and spin) in eV: 18.5895
Max |F| in eV/Å: 10.177